Formula: C13H20N2PdS4
Source: the OMol25 dataset
Level of theory: the ωB97M-V functional and the def2-TZVPD basis

Output
energy	-2337.473694	hartree
orbital gap	7.28	eV
energy relative to the best compared isomer or geometry (same formula, charge and spin)	0.0	kcal per mole
strongest force on any atom	2.19	eV Å⁻¹
molar mass	439.00	g mol⁻¹

Structure (XYZ):
```
40
Properties=species:S:1:pos:R:3:forces:R:3
Pd -0.255634 -2.040464 0.560525 0.906 -1.623 0.452
C 0.639073 0.967270 -0.636927 1.176 -0.464 -0.138
C -1.607033 0.921076 -0.551112 -0.529 -1.426 0.321
S -2.413817 -2.833308 0.567156 -1.238 1.256 -0.950
C -2.416346 -4.505954 1.200495 -0.474 -0.396 1.143
C -1.088077 -5.232062 1.070961 0.474 -1.456 0.203
S 0.274990 -4.261328 0.275176 -0.731 0.271 0.259
C 1.616033 -4.604868 1.473473 0.109 -0.339 -1.105
C 2.469806 -3.385547 1.753333 0.854 0.340 0.161
S 1.967545 -1.742892 1.086043 0.359 -0.016 -0.607
H 1.082249 1.820629 -0.121257 0.221 0.137 -0.639
H 1.395356 0.277564 -1.054207 -0.288 0.509 0.222
H -2.253653 0.138554 -0.977672 -0.099 0.406 0.590
H -2.134326 1.724597 -0.109548 -0.676 0.676 0.357
H -3.286208 -5.082585 0.812281 0.829 0.374 -0.434
H -2.693221 -4.443813 2.263577 0.401 0.025 -0.092
H -1.239546 -6.171105 0.470280 0.436 0.833 0.578
H -0.638407 -5.506625 2.071250 -0.828 0.139 -1.086
H 2.181379 -5.430089 1.011936 -0.013 0.313 0.269
H 1.121425 -5.003688 2.345627 0.071 0.117 0.388
H 3.537216 -3.541030 1.442876 -1.016 0.081 0.295
H 2.431360 -3.211988 2.819603 0.368 -0.211 0.314
N -0.580731 0.416688 -2.729714 0.597 0.721 0.145
C -0.556121 1.305005 -1.572675 1.073 -0.333 0.314
S -0.372978 0.226121 0.673931 -1.447 0.308 -0.367
N -0.586806 2.668111 -2.016406 -1.101 0.246 -1.876
C -0.180967 3.744389 -1.244973 1.378 1.119 -0.245
C 1.001944 4.469122 -1.658169 -0.480 -1.182 -0.715
C 1.679110 5.273887 -0.774189 -0.069 -0.175 -0.553
C 1.129675 5.432031 0.480813 -0.671 1.129 0.789
C -0.181331 5.060405 0.737766 0.930 -1.105 -1.089
C -0.855716 4.164686 -0.109697 0.702 0.759 0.459
H -0.711143 -0.540103 -2.410688 -0.148 0.145 -0.347
H -1.287756 0.717008 -3.396015 -0.106 -0.376 0.285
H -0.337119 2.812243 -2.993965 0.120 -0.568 0.413
H 1.411879 4.315440 -2.692713 -0.469 -0.094 1.149
H 2.593128 5.775833 -1.086163 -0.117 -0.189 0.224
H 1.615704 6.011644 1.251201 0.251 0.164 -0.090
H -0.607226 5.420914 1.623893 -0.765 0.216 1.150
H -1.863706 3.874219 0.143879 0.013 -0.333 -0.149
```
Forces are in eV/Å.


Formula: C8H14FO2P
Source: the OMol25 dataset
Level of theory: the ωB97M-V functional and the def2-TZVPD basis

Output
energy	-904.789873	hartree
orbital gap (spin up / spin down)	7.87 / 7.87	eV
energy relative to the best compared isomer or geometry (same formula, charge and spin)	31.0	kcal per mole
strongest force on any atom	3.92	eV Å⁻¹
molar mass	192.17	g mol⁻¹

Structure (XYZ):
```
26
Properties=species:S:1:pos:R:3:forces:R:3
C 0.297292 2.319326 0.914363 -0.941 2.426 -2.928
C -0.054194 1.543370 -0.104327 -1.591 -0.845 0.409
C 1.323832 -0.632113 -0.170349 1.040 -2.156 1.068
C -0.695853 2.089707 -1.391055 3.274 -0.428 -1.432
C 3.576109 -0.728702 0.558075 -0.023 0.619 -2.717
C -1.305905 -2.527978 -0.291047 0.257 2.145 0.317
C -2.739243 -0.128098 0.199182 0.479 -0.600 -1.562
C 0.006102 0.000212 -0.069656 -1.408 2.250 2.196
O 1.448302 -1.701611 -0.724264 0.045 0.400 -0.599
O 2.289159 -0.072274 0.541548 -0.084 0.545 -0.677
F -0.394628 -0.472091 1.851326 0.951 0.727 -2.752
P -1.356052 -0.758461 -0.957240 -1.258 -1.767 1.537
H 0.719862 2.024369 1.777082 1.280 -1.516 2.744
H 0.214016 3.438291 0.825207 -0.185 -1.251 -0.102
H -1.247221 3.030183 -1.422977 0.397 0.012 0.663
H 0.339375 2.185603 -1.982349 -2.448 0.282 0.358
H -1.266626 1.346044 -1.958607 0.185 0.301 0.310
H 3.846081 -0.555027 1.523908 1.366 0.500 2.593
H 4.310193 -0.205764 -0.178143 -1.431 -1.097 1.163
H 3.488524 -1.803276 0.423625 -0.031 0.114 -0.463
H -2.321057 -2.874312 -0.199489 -0.274 -0.223 -0.024
H -0.804623 -2.415195 0.674705 -0.271 -0.366 -0.060
H -0.720707 -3.060668 -0.977990 0.647 -1.177 -0.711
H -2.336111 0.782438 0.574523 -0.255 0.761 0.637
H -2.996126 -0.839040 0.977037 0.484 -0.005 0.128
H -3.620494 0.015072 -0.413079 -0.204 0.349 -0.097
```
Forces are in eV/Å.


Formula: C27H27AsN3RhS
Source: the OMol25 dataset
Level of theory: the ωB97M-V functional and the def2-TZVPD basis

Output
energy	-3953.300875	hartree
orbital gap	6.10	eV
energy relative to the best compared isomer or geometry (same formula, charge and spin)	6.7	kcal per mole
net charge	+2
strongest force on any atom	0.44	eV Å⁻¹
molar mass	603.43	g mol⁻¹

Structure (XYZ):
```
60
Properties=species:S:1:pos:R:3:forces:R:3
Rh 1.269726 0.771647 -1.368948 0.146 -0.385 -0.151
N -2.850177 1.754952 -1.120437 -0.094 -0.031 -0.185
C -3.649689 0.573055 -1.149088 0.013 0.019 0.063
C -4.898473 0.573383 -0.555592 -0.003 -0.026 0.023
C -5.650235 -0.595102 -0.543081 0.016 0.020 0.001
C -5.137767 -1.761094 -1.088368 0.008 -0.010 -0.005
C -3.871615 -1.763447 -1.661227 -0.031 -0.012 0.027
C -3.139336 -0.588760 -1.710441 -0.001 -0.066 -0.046
S -1.598495 -0.534753 -2.580059 -0.067 0.110 0.024
N -0.835365 0.728149 -1.713223 -0.099 -0.074 -0.138
C -1.510373 1.702469 -1.202791 0.120 0.035 0.123
C -0.667642 2.776094 -0.618633 0.012 -0.071 -0.028
C -1.125744 3.990643 -0.155508 0.027 0.029 0.011
C -0.216242 4.913716 0.348672 -0.027 -0.001 -0.005
C 1.126679 4.588768 0.383384 0.026 -0.007 -0.001
C 1.529574 3.350210 -0.085259 -0.023 0.029 0.010
N 0.651303 2.469978 -0.580578 0.087 0.123 0.306
H -3.284029 2.568538 -0.716377 0.016 0.011 0.012
H -5.291339 1.479937 -0.110398 0.003 0.002 -0.002
H -6.635831 -0.587543 -0.099195 -0.002 -0.005 -0.003
H -5.720978 -2.671165 -1.078245 -0.007 0.004 0.002
H -3.470368 -2.671132 -2.094780 0.010 0.008 -0.004
H -2.176331 4.241831 -0.194022 -0.003 -0.013 -0.009
H -0.561133 5.874108 0.707033 0.004 0.001 -0.001
H 1.866832 5.276506 0.766318 -0.003 0.001 0.001
H 2.564368 3.039902 -0.078335 -0.005 0.007 0.004
C 5.652905 1.131254 -2.798812 -0.033 0.013 -0.021
C 4.485878 1.456001 -3.473015 0.094 -0.038 -0.024
C 3.271867 1.251594 -2.829711 -0.145 -0.205 0.077
C 3.217616 0.746617 -1.525984 0.110 0.343 -0.033
C 4.398879 0.442199 -0.852686 -0.006 -0.039 0.040
C 5.609219 0.622066 -1.501138 -0.019 0.017 -0.032
H 6.608808 1.274499 -3.284430 -0.002 -0.005 -0.003
H 4.519467 1.850519 -4.478991 -0.005 0.000 0.002
H 2.350799 1.499759 -3.381915 -0.017 0.008 0.016
H 4.393245 0.066258 0.159381 0.001 0.017 0.027
H 6.532580 0.372299 -0.995736 -0.006 0.000 0.013
C 2.515035 -0.635350 1.876033 0.003 0.000 -0.006
As 1.077257 -0.524538 0.600809 -0.092 0.198 -0.010
C -0.370888 0.190505 1.657517 0.014 -0.036 0.009
C 0.644127 -2.376965 0.146612 0.034 0.011 -0.042
C -0.085604 -3.020478 1.289395 -0.014 -0.004 -0.011
C 0.612415 -3.695230 2.286489 0.000 0.032 0.025
C -0.068423 -4.262496 3.354808 0.006 0.003 -0.004
C -1.449547 -4.158244 3.432739 -0.004 0.000 0.003
C -2.152417 -3.492264 2.436540 -0.001 0.000 0.004
C -1.473691 -2.924405 1.370320 -0.001 -0.017 -0.015
H 2.093682 -1.077892 2.778907 0.006 0.016 0.006
H 2.907947 0.354058 2.100686 -0.005 0.003 0.006
H 3.307632 -1.278811 1.503143 0.008 0.003 -0.034
H -0.519271 -0.451089 2.524669 0.012 -0.008 0.000
H -1.290146 0.216599 1.076100 -0.012 -0.016 0.000
H -0.098215 1.192967 1.986555 -0.015 0.001 0.002
H 1.604258 -2.852663 -0.058400 -0.018 -0.024 -0.027
H 0.057097 -2.367358 -0.771125 -0.023 0.036 0.005
H 1.689675 -3.799453 2.219001 0.001 -0.007 -0.004
H 0.479502 -4.797211 4.118791 -0.002 -0.001 0.001
H -1.979964 -4.607305 4.261328 0.002 0.001 0.000
H -3.231240 -3.426416 2.487237 0.001 0.000 -0.002
H -2.027806 -2.419914 0.584058 0.006 0.001 0.001
```
Forces are in eV/Å.


- Which value of molar mass does entry 2 give?
  192.17 g mol⁻¹


- energy relative to the best compared isomer or geometry (same formula, charge and spin) of number 3 (C27H27AsN3RhS)?
  6.7 kcal per mole


- Which of these has the highest strongest force on any atom?
  C8H14FO2P


- Which formula does entry 3 have?
  C27H27AsN3RhS